Here is a 8-piece molecular cluster, C66H141N7O8 overall at a distorted geometry from OMol25. Energies are from wB97M-V/def2-TZVPD.

Bonds (Å) are listed after each position.
Geometry (Å):
1 C -4.336 0.218 6.286  C2 1.565, H12 1.090, H13 1.090, H14 1.090
2 C -4.626 -0.193 4.805  C1 1.565, C3 1.589, N7 1.489, C11 1.565
3 C -6.132 -0.604 4.504  C2 1.589, C4 1.527, H15 1.090, H16 1.090
4 C -7.100 0.576 4.461  C3 1.527, C5 1.524, H17 1.090, H18 1.090
5 C -6.569 1.631 3.498  C4 1.524, C6 1.577, H19 1.090, H20 1.090
6 C -5.055 2.047 3.648  C5 1.577, N7 1.461, C9 1.582, C10 1.568
7 N -4.227 0.858 3.829  C2 1.489, C6 1.461, O8 1.401
8 O -2.863 1.178 3.816  N7 1.401, H30 0.960
9 C -4.776 2.853 2.316  C6 1.582, H21 1.090, H22 1.090, H23 1.090
10 C -4.826 3.120 4.769  C6 1.568, H24 1.090, H25 1.090, H26 1.090
11 C -3.713 -1.424 4.488  C2 1.565, H27 1.090, H28 1.090, H29 1.090
12 H -4.039 -0.576 6.972  C1 1.090
13 H -5.225 0.662 6.735  C1 1.090
14 H -3.461 0.856 6.414  C1 1.090
15 H -6.135 -1.086 3.527  C3 1.090
16 H -6.542 -1.311 5.226  C3 1.090
17 H -7.193 0.904 5.496  C4 1.090
18 H -8.159 0.347 4.339  C4 1.090
19 H -7.210 2.508 3.595  C5 1.090
20 H -6.626 1.278 2.468  C5 1.090
21 H -5.536 3.625 2.201  C9 1.090
22 H -3.761 3.240 2.221  C9 1.090
23 H -4.989 2.172 1.492  C9 1.090
24 H -3.803 3.433 4.565  C10 1.090
25 H -5.496 3.980 4.748  C10 1.090
26 H -4.918 2.653 5.750  C10 1.090
27 H -4.247 -2.346 4.719  C11 1.090
28 H -2.802 -1.498 5.082  C11 1.090
29 H -3.297 -1.506 3.484  C11 1.090
30 H -2.667 1.363 4.737  O8 0.960
31 C 2.398 1.113 0.797  C32 1.574, H42 1.090, H43 1.090, H44 1.090
32 C 1.291 0.799 -0.277  C31 1.574, C33 1.506, N37 1.518, C41 1.595
33 C 0.586 -0.465 0.137  C32 1.506, C34 1.563, H45 1.090, H46 1.090
34 C -0.560 -0.233 1.175  C33 1.563, C35 1.581, H47 1.090, H48 1.090
35 C -1.538 0.868 0.599  C34 1.581, C36 1.535, H49 1.090, H50 1.090
36 C -0.816 2.199 0.351  C35 1.535, N37 1.449, C39 1.569, C40 1.481
37 N 0.367 1.989 -0.458  C32 1.518, C36 1.449, O38 1.410
38 O 1.008 3.201 -0.785  N37 1.410, H60 0.960
39 C -1.822 3.105 -0.443  C36 1.569, H51 1.090, H52 1.090, H53 1.090
40 C -0.593 2.816 1.679  C36 1.481, H54 1.090, H55 1.090, H56 1.090
41 C 2.045 0.565 -1.663  C32 1.595, H57 1.090, H58 1.090, H59 1.090
42 H 2.747 2.145 0.785  C31 1.090
43 H 3.299 0.530 0.604  C31 1.090
44 H 2.035 0.988 1.817  C31 1.090
45 H 0.059 -0.752 -0.772  C33 1.090
46 H 1.253 -1.190 0.604  C33 1.090
47 H -0.190 0.064 2.156  C34 1.090
48 H -1.029 -1.190 1.405  C34 1.090
49 H -2.488 0.991 1.118  C35 1.090
50 H -1.847 0.481 -0.372  C35 1.090
51 H -1.512 4.149 -0.472  C39 1.090
52 H -2.059 2.787 -1.459  C39 1.090
53 H -2.800 2.997 0.025  C39 1.090
54 H -1.546 3.127 2.106  C40 1.090
55 H -0.039 2.325 2.479  C40 1.090
56 H -0.005 3.706 1.455  C40 1.090
57 H 1.392 0.343 -2.507  C41 1.090
58 H 2.687 -0.317 -1.670  C41 1.090
59 H 2.580 1.461 -1.977  C41 1.090
60 H 0.680 3.502 -1.636  O38 0.960
61 C -0.814 -3.981 -5.275  C62 1.576, H72 1.090, H73 1.090, H74 1.090
62 C 0.584 -3.565 -4.680  C61 1.576, C63 1.528, N67 1.473, C71 1.470
63 C 0.363 -3.366 -3.181  C62 1.528, C64 1.552, H75 1.090, H76 1.090
64 C 1.654 -3.185 -2.341  C63 1.552, C65 1.539, H77 1.090, H78 1.090
65 C 2.555 -4.410 -2.578  C64 1.539, C66 1.519, H79 1.090, H80 1.090
66 C 2.700 -4.801 -4.039  C65 1.519, N67 1.481, C69 1.529, C70 1.591
67 N 1.439 -4.757 -4.816  C62 1.473, C66 1.481, O68 1.392
68 O 1.539 -5.295 -6.096  N67 1.392, H90 0.960
69 C 3.855 -4.013 -4.657  C66 1.529, H81 1.090, H82 1.090, H83 1.090
70 C 3.220 -6.305 -4.031  C66 1.591, H84 1.090, H85 1.090, H86 1.090
71 C 1.100 -2.350 -5.328  C62 1.470, H87 1.090, H88 1.090, H89 1.090
72 H -1.530 -3.263 -4.875  C61 1.090
73 H -1.143 -4.972 -4.960  C61 1.090
74 H -0.881 -4.047 -6.361  C61 1.090
75 H -0.226 -2.476 -2.956  C63 1.090
76 H -0.170 -4.232 -2.789  C63 1.090
77 H 1.321 -3.220 -1.303  C64 1.090
78 H 2.100 -2.232 -2.627  C64 1.090
79 H 2.309 -5.317 -2.026  C65 1.090
80 H 3.574 -4.073 -2.388  C65 1.090
81 H 3.893 -4.004 -5.746  C69 1.090
82 H 3.842 -2.988 -4.284  C69 1.090
83 H 4.850 -4.372 -4.392  C69 1.090
84 H 2.444 -7.045 -3.834  C70 1.090
85 H 3.746 -6.514 -4.963  C70 1.090
86 H 3.975 -6.533 -3.278  C70 1.090
87 H 0.321 -1.589 -5.386  C71 1.090
88 H 1.346 -2.468 -6.383  C71 1.090
89 H 1.989 -1.957 -4.834  C71 1.090
90 H 1.377 -6.239 -6.046  O68 0.960
91 C -9.031 -2.040 -0.627  C92 1.550, H102 1.090, H103 1.090, H104 1.090
92 C -7.620 -1.685 -1.160  C91 1.550, C93 1.594, N97 1.495, C101 1.499
93 C -7.488 -0.138 -0.798  C92 1.594, C94 1.583, H105 1.090, H106 1.090
94 C -6.011 0.370 -1.054  C93 1.583, C95 1.509, H107 1.090, H108 1.090
95 C -5.055 -0.413 -0.188  C94 1.509, C96 1.577, H109 1.090, H110 1.090
96 C -5.161 -1.982 -0.301  C95 1.577, N97 1.454, C99 1.517, C100 1.499
97 N -6.561 -2.367 -0.354  C92 1.495, C96 1.454, O98 1.493
98 O -6.704 -3.835 -0.586  N97 1.493, H120 0.960
99 C -4.265 -2.463 -1.427  C96 1.517, H111 1.090, H112 1.090, H113 1.090
100 C -4.711 -2.468 1.044  C96 1.499, H114 1.090, H115 1.090, H116 1.090
101 C -7.510 -1.892 -2.640  C92 1.499, H117 1.090, H118 1.090, H119 1.090
102 H -9.212 -1.843 0.430  C91 1.090
103 H -9.398 -3.058 -0.755  C91 1.090
104 H -9.756 -1.364 -1.082  C91 1.090
105 H -8.112 0.539 -1.382  C93 1.090
106 H -7.712 0.000 0.260  C93 1.090
107 H -5.754 1.408 -0.841  C94 1.090
108 H -5.694 0.243 -2.089  C94 1.090
109 H -5.030 -0.096 0.855  C95 1.090
110 H -4.065 -0.231 -0.607  C95 1.090
111 H -4.704 -2.081 -2.348  C99 1.090
112 H -3.233 -2.115 -1.404  C99 1.090
113 H -4.270 -3.547 -1.549  C99 1.090
114 H -5.494 -2.237 1.766  C100 1.090
115 H -4.317 -3.480 1.141  C100 1.090
116 H -3.904 -1.871 1.469  C100 1.090
117 H -6.573 -1.525 -3.060  C101 1.090
118 H -8.294 -1.460 -3.262  C101 1.090
119 H -7.631 -2.956 -2.841  C101 1.090
120 H -7.087 -4.097 0.255  O98 0.960
121 C 1.823 -1.707 4.138  C122 1.565, H132 1.090, H133 1.090, H134 1.090
122 C 2.154 -0.615 5.209  C121 1.565, C123 1.567, N127 1.503, C131 1.573
123 C 1.323 0.692 4.972  C122 1.567, C124 1.510, H135 1.090, H136 1.090
124 C -0.069 0.510 5.529  C123 1.510, C125 1.513, H137 1.090, H138 1.090
125 C -0.149 0.151 6.997  C124 1.513, C126 1.536, H139 1.090, H140 1.090
126 C 0.706 -1.056 7.410  C125 1.536, N127 1.495, C129 1.556, C130 1.527
127 N 1.999 -0.944 6.667  C122 1.503, C126 1.495, O128 1.389
128 O 2.944 -1.857 7.119  N127 1.389, H150 0.960
129 C 0.870 -0.932 8.952  C126 1.556, H141 1.090, H142 1.090, H143 1.090
130 C -0.003 -2.363 7.063  C126 1.527, H144 1.090, H145 1.090, H146 1.090
131 C 3.615 -0.175 4.829  C122 1.573, H147 1.090, H148 1.090, H149 1.090
132 H 1.782 -1.301 3.128  C121 1.090
133 H 0.849 -2.114 4.411  C121 1.090
134 H 2.507 -2.550 4.233  C121 1.090
135 H 1.841 1.510 5.473  C123 1.090
136 H 1.158 0.813 3.901  C123 1.090
137 H -0.641 -0.118 4.846  C124 1.090
138 H -0.544 1.490 5.470  C124 1.090
139 H -1.191 -0.022 7.266  C125 1.090
140 H 0.051 1.028 7.611  C125 1.090
141 H 1.353 -1.739 9.504  C129 1.090
142 H 1.530 -0.096 9.185  C129 1.090
143 H -0.080 -0.778 9.463  C129 1.090
144 H -0.319 -2.286 6.022  C130 1.090
145 H 0.624 -3.254 7.059  C130 1.090
146 H -0.894 -2.446 7.685  C130 1.090
147 H 4.332 -0.990 4.729  C131 1.090
148 H 3.946 0.487 5.630  C131 1.090
149 H 3.738 0.251 3.834  C131 1.090
150 H 3.550 -1.344 7.658  O128 0.960
151 C -0.482 7.113 -4.476  C152 1.555, H162 1.090, H163 1.090, H164 1.090
152 C -1.160 5.719 -4.598  C151 1.555, C153 1.555, N157 1.512, C161 1.555
153 C -2.061 5.811 -5.862  C152 1.555, C154 1.537, H165 1.090, H166 1.090
154 C -2.612 4.464 -6.358  C153 1.537, C155 1.531, H167 1.090, H168 1.090
155 C -1.379 3.599 -6.628  C154 1.531, C156 1.573, H169 1.090, H170 1.090
156 C -0.418 3.337 -5.411  C155 1.573, N157 1.498, C159 1.531, C160 1.536
157 N -0.094 4.664 -4.797  C152 1.512, C156 1.498, O158 1.430
158 O 0.897 4.583 -3.770  N157 1.430, H180 0.960
159 C -1.070 2.340 -4.449  C156 1.531, H171 1.090, H172 1.090, H173 1.090
160 C 0.922 2.790 -5.924  C156 1.536, H174 1.090, H175 1.090, H176 1.090
161 C -2.051 5.338 -3.382  C152 1.555, H177 1.090, H178 1.090, H179 1.090
162 H -0.138 7.340 -3.467  C151 1.090
163 H -1.045 7.984 -4.811  C151 1.090
164 H 0.477 7.150 -4.992  C151 1.090
165 H -2.940 6.418 -5.648  C153 1.090
166 H -1.491 6.307 -6.647  C153 1.090
167 H -3.163 4.578 -7.292  C154 1.090
168 H -3.193 3.890 -5.636  C154 1.090
169 H -0.833 4.043 -7.461  C155 1.090
170 H -1.774 2.693 -7.088  C155 1.090
171 H -1.063 1.271 -4.662  C159 1.090
172 H -0.467 2.344 -3.542  C159 1.090
173 H -2.062 2.693 -4.168  C159 1.090
174 H 1.361 3.498 -6.626  C160 1.090
175 H 1.583 2.551 -5.090  C160 1.090
176 H 0.780 1.873 -6.496  C160 1.090
177 H -1.399 5.040 -2.561  C161 1.090
178 H -2.836 4.605 -3.566  C161 1.090
179 H -2.557 6.225 -2.999  C161 1.090
180 H 1.595 5.099 -4.181  O158 0.960
181 C 9.843 -2.190 0.240  C182 1.578, H192 1.090, H193 1.090, H194 1.090
182 C 8.413 -1.559 0.460  C181 1.578, C183 1.546, N187 1.562, C191 1.501
183 C 7.978 -0.736 -0.774  C182 1.546, C184 1.513, H195 1.090, H196 1.090
184 C 6.514 -0.502 -1.075  C183 1.513, C185 1.576, H197 1.090, H198 1.090
185 C 5.773 -1.889 -0.966  C184 1.576, C186 1.616, H199 1.090, H200 1.090
186 C 6.027 -2.711 0.402  C185 1.616, N187 1.498, C189 1.611, C190 1.614
187 N 7.500 -2.810 0.662  C182 1.562, C186 1.498, O188 1.423
188 O 7.795 -3.621 1.794  N187 1.423, H210 0.960
189 C 5.317 -1.873 1.581  C186 1.611, H201 1.090, H202 1.090, H203 1.090
190 C 5.314 -4.144 0.198  C186 1.614, H204 1.090, H205 1.090, H206 1.090
191 C 8.400 -0.704 1.694  C182 1.501, H207 1.090, H208 1.090, H209 1.090
192 H 9.792 -2.950 -0.539  C181 1.090
193 H 10.352 -2.634 1.095  C181 1.090
194 H 10.564 -1.414 -0.018  C181 1.090
195 H 8.336 0.273 -0.573  C183 1.090
196 H 8.631 -0.953 -1.620  C183 1.090
197 H 6.314 -0.167 -2.093  C184 1.090
198 H 6.089 0.215 -0.373  C184 1.090
199 H 6.106 -2.477 -1.821  C185 1.090
200 H 4.706 -1.665 -0.941  C185 1.090
201 H 5.554 -2.339 2.538  C189 1.090
202 H 5.472 -0.796 1.515  C189 1.090
203 H 4.231 -1.905 1.500  C189 1.090
204 H 5.440 -4.859 1.011  C190 1.090
205 H 4.240 -4.045 0.040  C190 1.090
206 H 5.710 -4.635 -0.691  C190 1.090
207 H 7.477 -0.138 1.820  C191 1.090
208 H 9.186 0.050 1.739  C191 1.090
209 H 8.480 -1.301 2.602  C191 1.090
210 H 8.437 -4.224 1.412  O188 0.960
211 C 4.196 3.957 -3.321  C212 1.498, H215 1.090, H216 1.090, H217 1.090
212 C 5.119 4.347 -2.208  C211 1.498, C213 1.511, O214 1.389, H218 1.090
213 C 5.309 3.052 -1.453  C212 1.511, H219 1.090, H220 1.090, H221 1.090
214 O 6.275 4.745 -2.866  C212 1.389, H222 0.960
215 H 4.666 3.317 -4.068  C211 1.090
216 H 3.748 4.809 -3.832  C211 1.090
217 H 3.367 3.348 -2.959  C211 1.090
218 H 4.620 5.097 -1.593  C212 1.090
219 H 6.250 3.158 -0.913  C213 1.090
220 H 5.626 2.223 -2.086  C213 1.090
221 H 4.426 2.752 -0.889  C213 1.090
222 H 6.049 5.479 -3.443  O214 0.960

Output
**2S+1**: 2
**Total energy**: -97520.09661 eV
**Energy relative to the best compared isomer or geometry (same formula, charge and spin)**: 0.000 eV
**LUMO energy (alpha / beta)**: -2.44 / -6.59 eV
**Gap between HOMO and LUMO (alpha / beta)**: 7.2 / 3.0 eV
**Charge**: +1
**Highest occupied orbital energy (alpha / beta)**: -9.6 / -9.6 eV

Atom charges from the Mulliken analysis, given in e for atoms 1 to 2: C -1.804; C 1.818